[1]
C4H10NP | ωB97M-V with the def2-TZVPD basis set

Last column: Löwdin charge in e.
Geometry (Å):
C -1.899 -1.208 -0.430  -0.181
C 0.925 0.236 -1.309  -0.331
C 1.381 1.678 1.026  -0.289
C -0.764 -0.281 0.965  -0.311
N -1.898 -2.411 -0.180  0.052
P -0.104 1.072 -0.018  0.748
H -2.245 -0.553 -1.261  0.084
H 0.281 -0.268 -2.036  0.017
H 1.563 -0.497 -0.769  0.043
H 1.549 1.054 -1.704  0.034
H 2.118 2.410 0.713  0.037
H 1.885 0.834 1.377  0.003
H 0.883 2.126 1.828  -0.012
H -1.309 -0.039 1.880  0.040
H -0.117 -1.150 0.820  0.022
H -2.250 -3.005 -0.904  0.044

Electronic energy, hartree: -554.40150
HOMO, eV: -8.17
Charge: 0
Gap between HOMO and LUMO, Eh: 0.3422

[2]
C4H10NS | ωB97M-V with the def2-TZVPD basis set

Last column: Löwdin charge in e.
Geometry (Å):
C 0.851 0.424 2.674  -0.104
C -0.449 0.624 2.805  -0.117
H 1.408 -0.213 3.352  0.030
H 1.364 0.870 1.831  0.039
H -1.033 0.176 3.600  0.035
H -0.978 1.224 2.072  -0.034
C 0.549 -0.388 -1.874  -0.426
C -0.749 0.385 -2.100  -0.770
S -1.381 1.150 -0.568  0.165
N 0.472 -1.398 -0.810  -0.055
H 1.351 0.311 -1.624  0.080
H 0.859 -0.915 -2.789  0.084
H -1.486 -0.319 -2.509  0.027
H -0.591 1.153 -2.862  0.022
H -0.139 -2.139 -1.143  0.041
H -0.050 -0.946 -0.054  -0.015

Electronic energy, hartree: -611.34244
HOMO, eV: -2.50
Charge: -1
Gap between HOMO and LUMO, Eh: 0.2484

[3]
C4H10NS | ωB97M-V with the def2-TZVPD basis set

Last column: Löwdin charge in e.
Geometry (Å):
C 2.064 -1.075 -1.944  -0.084
C 0.925 -0.551 -1.099  -0.513
C -0.287 -1.111 -1.137  -0.008
N 1.297 0.470 -0.247  0.067
H 2.936 -1.323 -1.338  0.067
H 2.380 -0.288 -2.641  0.068
H 1.712 -1.926 -2.522  0.060
H -1.090 -0.760 -0.502  0.013
H -0.460 -1.967 -1.777  0.028
H 2.083 1.039 -0.502  0.070
H 0.565 0.940 0.294  -0.083
C -2.511 1.284 2.771  -0.728
S -1.275 1.619 1.469  0.116
H -3.335 2.006 2.775  -0.023
H -2.949 0.293 2.635  -0.024
H -2.057 1.350 3.765  -0.025

Electronic energy, hartree: -611.35771
HOMO, eV: -2.41
Charge: -1
Gap between HOMO and LUMO, Eh: 0.2244